Record 1
Density functional theory data (ωB97M-V/def2-TZVPD) for a cluster of 2 separate species, C3H7FINO in total in a non-equilibrium geometry.

Values from the calculation:
Energy relative to the best compared isomer or geometry (same formula, charge and spin), eV: 0.770
E_HOMO, eV: -9.6

Structure (ORCA input):
```
! RIJCOSX wB97M-V def2-TZVPD def2/J DEFGRID3
* xyz 0 1
C 0.160 -2.353 0.008
C -0.106 2.432 -0.186
C -0.126 0.085 -0.157
N 0.547 -1.030 -0.425
O 0.381 1.182 -0.657
F 0.272 0.489 1.805
I -2.226 -0.081 0.052
H 1.052 -2.933 0.233
H -0.453 -2.294 0.905
H -0.400 -2.858 -0.782
H -0.181 2.403 0.903
H -1.082 2.657 -0.624
H 0.629 3.173 -0.491
H 1.533 -0.873 -0.585
*
```

---

Record 2
Density functional theory data (ωB97M-V/def2-TZVPD) for a structure of composition C20H30ClKO19 in a non-equilibrium geometry.

Values from the calculation:
Energy relative to the best compared isomer or geometry (same formula, charge and spin), eV: 1.140
E_HOMO, eV: -10.5

Structure (ORCA input):
```
! RIJCOSX wB97M-V def2-TZVPD def2/J DEFGRID3
* xyz 0 1
K -2.510 1.056 4.211
Cl -0.553 2.275 7.073
O -0.080 1.023 7.620
O -1.979 2.163 6.836
O -0.291 3.430 7.923
O 0.085 2.534 5.804
C 0.010 1.858 12.464
C -0.483 3.204 11.973
C -1.724 3.153 11.053
O -2.752 3.902 11.728
C -2.268 4.386 12.885
O -2.852 5.122 13.625
O -1.041 3.891 13.112
H -0.863 1.272 12.743
H 0.628 2.025 13.349
H 0.684 1.401 11.742
H 0.302 3.728 11.429
H -2.195 2.208 10.770
H -1.660 3.691 10.104
C 2.468 2.806 3.224
C 3.027 1.389 3.214
C 4.515 1.290 2.812
O 5.113 0.815 4.015
C 4.203 0.491 4.940
O 4.431 -0.033 5.971
O 2.943 0.833 4.512
H 1.412 2.783 3.512
H 2.508 3.332 2.271
H 2.867 3.418 4.036
H 2.433 0.808 2.507
H 4.898 2.274 2.566
H 4.587 0.517 2.053
C 2.906 5.411 8.551
C 3.921 5.952 9.560
C 5.000 6.862 8.920
O 4.604 8.192 9.237
C 3.645 8.164 10.170
O 3.180 9.102 10.733
O 3.233 6.895 10.404
H 1.946 5.230 9.036
H 3.235 4.419 8.235
H 2.772 6.143 7.757
H 4.383 5.174 10.163
H 5.015 6.776 7.834
H 5.976 6.650 9.357
C 0.469 -2.150 5.821
C 1.910 -2.139 6.360
C 2.198 -3.050 7.597
O 3.428 -3.674 7.253
C 3.796 -3.278 6.015
O 4.869 -3.435 5.542
O 2.710 -2.790 5.372
H 0.368 -2.432 4.775
H 0.084 -1.154 6.029
H -0.119 -2.925 6.319
H 2.265 -1.165 6.698
H 1.353 -3.724 7.766
H 2.170 -2.449 8.506
C -1.356 6.745 6.421
C 0.099 6.330 6.248
C 0.479 5.920 4.849
O 1.684 6.581 4.567
C 1.827 7.617 5.406
O 2.637 8.477 5.384
O 0.876 7.541 6.390
H -1.512 7.024 7.461
H -1.931 5.818 6.301
H -1.670 7.509 5.719
H 0.439 5.600 6.986
H -0.340 6.244 4.186
H 0.500 4.847 4.666
*
```

---

Record 3
Density functional theory data (ωB97M-V/def2-TZVPD) for a cluster of 12 separate species, H24O12 in total in a non-equilibrium geometry.

Values from the calculation:
Energy relative to the best compared isomer or geometry (same formula, charge and spin), eV: 2.763
E_HOMO, eV: -10.4
Structure (SMILES): O.O.O.O.O.O.O.O.O.O.O.O

Structure (ORCA input):
```
! RIJCOSX wB97M-V def2-TZVPD def2/J DEFGRID3
* xyz 0 1
O 1.981 -2.355 -1.674
H 2.153 -3.302 -1.462
H 1.921 -2.120 -0.780
O -0.924 -2.715 -0.595
H -0.703 -2.166 -1.338
H -0.678 -2.137 0.157
O -1.243 4.040 0.349
H -0.627 3.478 0.777
H -1.237 4.838 0.796
O 0.593 2.584 1.729
H 0.458 1.700 2.013
H 0.171 2.967 2.439
O 0.499 0.193 -0.302
H -0.212 0.843 -0.446
H 0.139 -0.315 0.426
O -3.502 -0.565 -1.035
H -2.986 -0.625 -1.821
H -2.923 -0.257 -0.349
O 3.290 0.008 0.150
H 3.634 -0.899 0.115
H 2.330 -0.094 0.063
O -0.757 -1.083 1.833
H -0.612 -0.514 2.579
H -1.571 -1.596 2.045
O -0.525 -0.935 -2.704
H 0.361 -0.877 -2.403
H -0.499 -0.540 -3.566
O -1.996 1.189 0.406
H -2.424 2.030 0.163
H -2.514 0.955 1.141
O 1.522 2.602 -1.223
H 0.967 2.546 -1.950
H 1.439 1.802 -0.752
O 1.515 -2.941 1.359
H 0.865 -2.466 1.812
H 2.111 -3.270 2.049
*
```

---

Record 4
Density functional theory data (ωB97M-V/def2-TZVPD) for the molecule C5H7N.

Values from the calculation:
Energy relative to the best compared isomer or geometry (same formula, charge and spin), eV: 2.466
E_HOMO, eV: -9.1
Structure (SMILES): C=C=NCC=C

Structure (ORCA input):
```
! RIJCOSX wB97M-V def2-TZVPD def2/J DEFGRID3
* xyz 0 1
C -1.871 -1.001 0.263
C -1.383 -0.005 0.954
N -0.757 0.934 1.436
C 0.527 1.117 0.702
C 0.999 -0.105 -0.034
C 1.165 -0.160 -1.350
H -2.341 -0.777 -0.686
H -1.655 -2.024 0.540
H 1.289 1.427 1.420
H 0.369 1.942 -0.001
H 1.192 -0.988 0.578
H 0.895 0.680 -1.986
H 1.570 -1.041 -1.837
*
```

---

Record 5
Density functional theory data (ωB97M-V/def2-TZVPD) for a cluster of 3 separate species, C3H6N4O in total in a non-equilibrium geometry.

Values from the calculation:
Energy relative to the best compared isomer or geometry (same formula, charge and spin), eV: 8.699
E_HOMO, eV: -7.8

Structure (ORCA input):
```
! RIJCOSX wB97M-V def2-TZVPD def2/J DEFGRID3
* xyz 0 1
C -1.146 0.225 -0.515
C 0.969 -0.518 -0.265
C 0.299 -0.454 0.943
H -3.413 0.873 -0.009
H -2.126 1.129 -2.177
H 2.786 -1.065 -1.204
H 2.472 0.698 -0.520
H 2.094 0.282 2.056
H -1.754 -0.613 1.481
N -2.416 0.524 -1.128
N -0.129 -0.012 -1.306
N 2.471 -0.448 -0.383
N -1.041 0.011 0.926
O 0.933 -0.631 2.101
*
```

---

Record 6
Density functional theory data (ωB97M-V/def2-TZVPD) for a structure of composition C3H7NO in a non-equilibrium geometry.

Values from the calculation:
Energy relative to the best compared isomer or geometry (same formula, charge and spin), eV: 4.244
E_HOMO, eV: -9.8

Structure (ORCA input):
```
! RIJCOSX wB97M-V def2-TZVPD def2/J DEFGRID3
* xyz 0 1
O 2.119 0.648 -0.195
C 1.161 -0.374 -0.102
C -0.202 -0.009 -0.579
C -1.370 -0.265 0.292
N -0.833 1.086 0.139
H 1.849 0.424 0.806
H 1.021 -0.510 1.105
H 1.533 -1.343 -0.427
H -0.340 -0.081 -1.655
H -1.224 -0.690 1.285
H -2.306 -0.536 -0.186
H -1.406 1.650 -0.483
*
```

---

Record 7
Density functional theory data (ωB97M-V/def2-TZVPD) for a structure of composition C13H25Cl21O8P2 in a non-equilibrium geometry.

Values from the calculation:
Energy relative to the best compared isomer or geometry (same formula, charge and spin), eV: 8.592
E_HOMO, eV: -7.7

Structure (ORCA input):
```
! RIJCOSX wB97M-V def2-TZVPD def2/J DEFGRID3
* xyz 0 1
C 18.540 -18.003 -4.474
O 18.729 -16.789 -3.737
P 17.485 -16.219 -2.920
O 16.184 -16.272 -3.583
O 17.595 -16.973 -1.515
C 16.462 -16.873 -0.627
O 17.977 -14.740 -2.598
C 18.346 -13.769 -3.555
H 17.726 -18.645 -4.151
H 19.489 -18.525 -4.415
H 18.446 -17.733 -5.526
H 15.820 -16.039 -0.917
H 16.745 -16.682 0.402
H 15.882 -17.765 -0.835
H 18.657 -14.203 -4.503
H 19.159 -13.134 -3.198
H 17.565 -13.019 -3.708
C 16.162 -14.112 -5.016
O 16.749 -12.823 -5.262
P 17.300 -12.436 -6.716
O 16.806 -13.272 -7.808
O 18.901 -12.384 -6.572
C 19.413 -11.716 -5.420
O 16.945 -10.896 -6.754
C 15.683 -10.384 -7.201
H 16.685 -14.676 -4.246
H 16.124 -14.631 -5.973
H 15.143 -13.961 -4.657
H 20.462 -11.977 -5.284
H 18.916 -12.034 -4.503
H 19.308 -10.637 -5.536
H 15.010 -11.131 -7.618
H 15.848 -9.614 -7.952
H 15.261 -9.938 -6.302
C 13.261 -18.785 0.968
Cl 13.229 -17.439 -0.230
Cl 12.101 -18.569 2.249
Cl 14.920 -19.084 1.554
H 12.912 -19.645 0.411
C 13.575 -16.901 -4.310
Cl 13.409 -18.693 -4.304
Cl 12.206 -16.231 -3.399
Cl 13.581 -16.289 -5.964
H 14.516 -16.661 -3.823
C 14.296 -12.491 -1.450
Cl 13.933 -11.473 -0.056
Cl 13.468 -11.820 -2.885
Cl 13.780 -14.155 -1.085
H 15.369 -12.590 -1.556
C 21.071 -20.192 -6.945
Cl 21.816 -19.279 -5.618
Cl 19.309 -20.058 -6.877
Cl 21.504 -21.901 -6.791
H 21.355 -19.850 -7.932
C 17.117 -21.677 -3.490
Cl 15.935 -20.504 -2.873
Cl 18.795 -21.233 -3.016
Cl 16.850 -21.903 -5.185
H 16.920 -22.633 -3.020
C 18.693 -16.743 -6.817
Cl 19.993 -16.276 -5.644
Cl 17.348 -17.635 -6.131
Cl 19.420 -17.624 -8.177
H 18.285 -15.810 -7.187
C 19.527 -11.658 0.001
Cl 17.834 -11.433 -0.258
Cl 20.410 -11.586 -1.556
Cl 19.814 -13.207 0.817
H 19.885 -10.803 0.562
*
```

---

Record 8
Density functional theory data (ωB97M-V/def2-TZVPD) for a structure of composition C22H33F4INO5Si in a non-equilibrium geometry.

Values from the calculation:
E_HOMO, eV: -11.1

Structure (ORCA input):
```
! RIJCOSX wB97M-V def2-TZVPD def2/J DEFGRID3
* xyz 1 1
C 3.410 -3.023 -2.748
O 2.266 -3.795 -2.302
C 1.254 -2.881 -1.813
C 1.104 -2.951 -0.253
O 2.250 -3.311 0.507
C 0.932 -1.404 0.207
C 1.808 -0.926 1.418
C -0.667 -1.375 0.309
C -1.289 -0.061 0.900
C -0.541 1.247 0.423
C -0.438 1.472 -1.026
C 0.179 2.657 -1.603
C 0.714 3.668 -0.675
C 0.638 3.451 0.764
C 0.006 2.244 1.331
C -0.070 2.092 2.887
C -1.169 -2.790 0.792
I -0.868 -2.768 3.003
Si -3.041 -3.159 0.685
C -4.121 -1.741 1.430
C -3.692 -3.338 -1.122
C -3.624 -4.711 1.676
N -0.071 -3.729 0.350
C -0.364 -5.047 -0.246
F 0.861 -5.625 -0.531
F -0.910 -5.913 0.652
F -1.018 -5.005 -1.417
H 4.301 -3.668 -2.938
H 3.111 -2.488 -3.689
H 3.711 -2.256 -1.981
H 1.578 -1.873 -2.191
H 0.319 -3.124 -2.389
H 2.718 -4.050 0.067
H 1.125 -0.617 -0.561
H 2.880 -0.931 1.066
H 1.586 0.145 1.662
H 1.783 -1.581 2.318
H -0.990 -1.335 -0.781
H -2.316 0.044 0.450
H -1.294 -0.014 2.015
H -0.869 0.700 -1.719
H 0.216 2.803 -2.709
H 1.170 4.603 -1.073
H 1.041 4.256 1.415
H 0.138 3.080 3.380
H 0.756 1.398 3.197
H -1.045 1.650 3.200
H -5.029 -2.155 1.932
H -4.383 -0.964 0.667
H -3.489 -1.253 2.230
H -4.754 -2.960 -1.107
H -3.650 -4.387 -1.499
H -3.126 -2.605 -1.760
H -2.833 -5.105 2.357
H -3.851 -5.482 0.882
H -4.596 -4.494 2.179
H 0.371 -4.018 1.254
C 2.923 8.983 -1.053
C 1.595 8.601 -1.638
O 1.375 7.307 -1.106
C 2.024 7.284 0.094
O 1.841 6.465 0.936
O 2.899 8.316 0.208
F 1.662 8.511 -2.988
H 3.764 8.612 -1.644
H 3.030 10.059 -0.926
H 0.771 9.260 -1.354
*
```

---

Record 9
Density functional theory data (ωB97M-V/def2-TZVPD) for the molecule C5H9NO2 in a non-equilibrium geometry.

Values from the calculation:
Energy relative to the best compared isomer or geometry (same formula, charge and spin), eV: 7.757
E_HOMO, eV: -7.9

Structure (ORCA input):
```
! RIJCOSX wB97M-V def2-TZVPD def2/J DEFGRID3
* xyz 0 1
C 1.937 -0.801 -0.353
N 0.628 0.073 -0.148
C 0.582 0.356 1.244
C -0.638 1.242 1.722
C -0.627 -0.532 -0.486
C -1.682 0.238 -0.945
O -2.559 0.718 -0.174
O 2.150 -1.442 -1.423
H 1.960 -1.474 0.614
H 1.469 0.917 1.646
H 0.528 -0.665 1.729
H -1.506 0.538 1.607
H -0.671 1.720 2.809
H -0.802 2.245 1.187
H 2.745 0.048 -0.130
H -0.504 -1.555 -0.755
H -1.784 0.489 -1.975
*
```

---

Record 10
Density functional theory data (ωB97M-V/def2-TZVPD) for a structure of composition C27H13BrCl2F2IIrN4S in a non-equilibrium geometry.

Values from the calculation:
E_HOMO (spin up / spin down), eV: -8.9 / -11.2

Structure (ORCA input):
```
! RIJCOSX wB97M-V def2-TZVPD def2/J DEFGRID3
* xyz 1 6
Ir 11.909 15.244 11.789
Cl 12.206 15.270 14.394
C 13.993 15.449 14.637
C 14.442 15.843 15.884
C 15.823 16.076 16.166
C 16.729 15.875 15.113
C 16.275 15.385 13.856
Cl 17.495 14.965 12.771
C 14.883 15.260 13.529
S 14.433 14.796 11.915
H 13.748 15.941 16.683
H 16.140 16.402 17.174
H 17.753 16.242 15.214
F 13.406 15.032 6.720
C 12.331 15.136 7.560
C 12.613 15.080 8.927
C 11.622 15.141 9.863
C 10.271 15.229 9.382
C 9.988 15.141 7.999
F 8.745 15.339 7.506
C 11.045 15.126 7.048
C 9.306 15.258 10.495
C 7.921 14.916 10.409
C 7.081 14.958 11.518
C 7.635 15.388 12.725
C 8.995 15.773 12.774
N 9.824 15.538 11.731
H 13.654 15.037 9.267
H 10.922 14.934 5.985
H 7.538 14.763 9.388
H 6.073 14.622 11.445
H 7.055 15.565 13.603
H 9.384 16.225 13.691
N 12.080 17.155 11.978
C 12.300 18.308 11.863
C 12.514 19.704 11.671
C 12.281 20.451 10.473
N 12.137 21.115 9.551
C 13.058 20.553 12.668
N 13.474 21.200 13.560
Br 11.315 9.391 9.971
C 11.822 9.576 11.857
C 11.899 8.336 12.554
C 12.265 8.305 13.888
C 12.473 9.554 14.574
C 12.375 10.774 13.912
C 12.002 10.764 12.561
I 11.616 12.693 11.603
H 11.573 7.420 12.076
H 12.259 7.384 14.464
H 12.745 9.576 15.644
H 12.555 11.706 14.392
*
```

---

Record 11
Density functional theory data (ωB97M-V/def2-TZVPD) for a structure of composition C39H38N3O3ReSi.

Values from the calculation:
Energy relative to the best compared isomer or geometry (same formula, charge and spin), eV: 0.000
E_HOMO (spin up / spin down), eV: -16.4 / -16.4

Structure (ORCA input):
```
! RIJCOSX wB97M-V def2-TZVPD def2/J DEFGRID3
* xyz 3 4
Re 1.167 1.004 0.496
C 4.834 1.127 -1.933
O 4.559 2.437 -1.296
C 3.546 2.261 -0.524
N 3.026 1.062 -0.418
C 3.877 0.144 -1.212
C 3.110 -0.741 -2.163
C 3.834 -1.619 -2.966
C 3.185 -2.430 -3.881
C 1.802 -2.381 -4.001
C 1.072 -1.518 -3.201
C 1.731 -0.707 -2.287
C 3.038 3.296 0.400
C 3.573 4.528 0.720
C 3.099 5.159 1.874
C 2.186 4.522 2.711
C 1.690 3.291 2.312
N 2.063 2.741 1.143
C 0.897 2.306 3.061
N 0.673 1.169 2.473
C -0.067 0.301 3.417
C 0.075 1.104 4.730
O 0.517 2.447 4.293
C 0.448 -1.117 3.465
C 0.954 -1.756 2.338
C 1.376 -3.074 2.393
C 1.279 -3.782 3.583
C 0.759 -3.163 4.709
C 0.347 -1.839 4.650
H 5.891 0.940 -1.766
H 4.614 1.254 -2.991
H 4.435 -0.474 -0.501
H 4.912 -1.676 -2.882
H 3.759 -3.101 -4.503
H 1.301 -3.014 -4.719
H -0.002 -1.461 -3.295
H 1.119 -0.032 -1.672
H 4.359 4.966 0.122
H 3.496 6.125 2.154
H 1.895 4.950 3.659
H -1.109 0.313 3.078
H 0.870 0.731 5.376
H -0.847 1.246 5.285
H 1.006 -1.262 1.362
H 1.771 -3.550 1.506
H 1.609 -4.809 3.633
H 0.680 -3.707 5.640
H -0.053 -1.382 5.546
C -3.548 1.011 1.488
C -3.654 1.127 -0.005
C -3.327 2.483 -0.566
C -4.795 0.393 -0.637
Si -1.878 -0.088 -0.689
O -0.644 0.593 0.173
C -2.150 -1.822 -0.134
C -2.012 -2.849 -1.080
C -2.060 -4.180 -0.695
C -2.253 -4.510 0.636
C -2.378 -3.509 1.591
C -2.320 -2.183 1.209
C -1.863 0.369 -2.462
C -1.016 1.383 -2.930
C -0.987 1.722 -4.269
C -1.822 1.064 -5.164
C -2.696 0.083 -4.715
C -2.724 -0.257 -3.375
H -4.340 1.656 1.890
H -2.606 1.395 1.877
H -3.750 0.007 1.855
H -4.086 3.167 -0.164
H -3.385 2.516 -1.650
H -2.360 2.861 -0.232
H -5.704 0.917 -0.311
H -4.881 -0.638 -0.299
H -4.778 0.441 -1.724
H -1.849 -2.621 -2.123
H -1.955 -4.959 -1.436
H -2.305 -5.549 0.933
H -2.521 -3.768 2.631
H -2.407 -1.426 1.977
H -0.379 1.927 -2.236
H -0.327 2.502 -4.622
H -1.804 1.330 -6.212
H -3.361 -0.408 -5.412
H -3.429 -1.008 -3.040
*
```

---

Record 12
Density functional theory data (ωB97M-V/def2-TZVPD) for a structure of composition C4H5NO in a non-equilibrium geometry.

Values from the calculation:
Energy relative to the best compared isomer or geometry (same formula, charge and spin), eV: 5.475
E_HOMO, eV: -9.1

Structure (ORCA input):
```
! RIJCOSX wB97M-V def2-TZVPD def2/J DEFGRID3
* xyz 0 1
N -1.262 0.915 2.293
C -0.952 0.278 1.378
C -0.576 -0.531 0.191
C -0.059 0.355 -0.964
C 1.569 -0.425 0.006
O 0.560 -1.323 0.419
H -1.428 -1.170 -0.070
H -0.370 -0.007 -1.948
H -0.194 1.431 -0.862
H 1.166 0.026 -1.128
H 1.547 0.452 0.686
*
```

---

So what do the calculations give for E_tot? Going down the list: -17578.6870 -88970.1304 -24958.9313 -6786.0471 -11208.0776 -6758.5067 -311809.4556 -61916.6557 -10908.8188 -156452.8291 -61655.2326 -7761.0512 eV.